No. 1
327
Properties=species:S:1:pos:R:3 method="wB97M-V/def2-TZVPD" molar_mass_g_mol=1846.7 homo_energy_ha=-0.7133 charge=+9
C -3.475 3.574 0.220
N -4.230 4.155 1.370
C -3.651 4.351 2.561
C -4.380 4.839 3.638
C -5.743 5.053 3.493
C -6.317 4.696 2.262
C -5.511 4.298 1.186
C -6.486 5.673 4.612
C -5.837 6.699 5.293
C -6.463 7.211 6.454
N -7.690 6.752 6.803
C -8.377 5.797 6.057
C -7.746 5.264 5.032
C -8.466 7.492 7.850
H -2.512 4.083 0.176
H -3.990 3.643 -0.738
H -3.357 2.535 0.529
H -2.602 4.126 2.685
H -3.874 5.068 4.564
H -7.353 4.724 1.958
H -5.952 4.015 0.241
H -4.843 7.014 5.013
H -6.051 7.818 7.247
H -9.360 5.528 6.415
H -8.218 4.432 4.531
H -9.077 8.239 7.344
H -7.756 7.909 8.564
H -9.223 6.795 8.210
C 5.161 -1.084 1.350
N 4.397 -0.031 2.029
C 4.222 1.168 1.415
C 3.598 2.212 2.073
C 2.993 1.960 3.363
C 3.226 0.697 3.980
C 3.960 -0.260 3.297
C 2.364 3.102 4.067
C 1.492 3.960 3.438
C 0.926 5.000 4.171
N 1.117 5.138 5.485
C 1.979 4.299 6.190
C 2.602 3.282 5.436
C 0.595 6.338 6.229
H 5.101 -0.990 0.266
H 4.779 -2.074 1.599
H 6.213 -0.985 1.620
H 4.688 1.383 0.465
H 3.506 3.201 1.650
H 2.675 0.501 4.888
H 4.119 -1.227 3.750
H 1.237 3.807 2.400
H 0.260 5.767 3.805
H 2.075 4.500 7.247
H 3.231 2.549 5.920
H 0.762 7.254 5.662
H 0.937 6.459 7.257
H -0.478 6.166 6.154
C -7.843 1.434 1.341
C -6.827 1.098 2.477
C -5.739 0.094 2.024
N -5.185 -0.847 3.129
C -6.391 -1.681 3.718
C -4.025 -1.758 2.525
C -3.026 -1.948 3.666
C -3.357 -0.933 4.708
C -4.393 0.018 4.114
H -8.331 0.574 0.884
H -7.224 1.837 0.540
H -8.583 2.193 1.594
H -7.414 0.707 3.307
H -6.494 2.003 2.986
H -4.869 0.565 1.568
H -6.065 -0.659 1.307
H -5.974 -2.449 4.370
H -7.005 -2.017 2.882
H -6.987 -0.939 4.249
H -4.494 -2.601 2.019
H -3.623 -1.107 1.748
H -3.201 -2.990 3.933
H -2.051 -1.744 3.222
H -3.808 -1.445 5.557
H -2.515 -0.386 5.134
H -5.027 0.542 4.829
H -3.856 0.745 3.504
C -1.207 -5.290 4.342
C -0.379 -4.152 4.847
C -0.792 -3.578 6.164
N 0.289 -2.547 6.676
C 0.428 -1.442 5.571
C 1.673 -3.214 7.184
C 1.664 -3.004 8.730
C 0.214 -2.766 9.093
C -0.186 -1.874 7.946
H -2.274 -5.073 4.295
H -1.058 -6.085 5.073
H -0.844 -5.669 3.387
H -0.375 -3.389 4.069
H 0.663 -4.462 4.925
H -0.714 -4.296 6.980
H -1.798 -3.178 6.034
H 0.926 -1.917 4.727
H 1.084 -0.670 5.974
H -0.536 -0.960 5.403
H 2.482 -2.663 6.705
H 1.635 -4.244 6.827
H 2.271 -2.156 9.046
H 1.898 -3.861 9.362
H -0.107 -2.290 10.019
H -0.403 -3.657 8.986
H 0.292 -0.895 7.962
H -1.259 -1.697 7.870
C -1.205 9.122 -1.620
C -0.296 8.259 -0.685
C 1.164 8.024 -1.211
N 2.160 7.482 -0.169
C 1.565 6.207 0.504
C 2.464 8.507 1.016
C 3.982 8.355 1.256
C 4.538 8.037 -0.074
C 3.527 7.110 -0.785
H -2.197 9.107 -1.168
H -1.269 8.683 -2.616
H -0.726 10.099 -1.672
H -0.926 7.408 -0.427
H -0.151 8.990 0.110
H 1.621 8.946 -1.568
H 1.119 7.389 -2.096
H 1.505 5.517 -0.338
H 0.642 6.377 1.058
H 2.324 5.951 1.242
H 1.658 8.399 1.742
H 2.319 9.488 0.563
H 4.252 7.559 1.951
H 4.396 9.274 1.669
H 5.574 7.700 -0.036
H 4.569 8.919 -0.714
H 3.775 6.064 -0.606
H 3.474 7.362 -1.844
C 1.512 -5.894 2.130
C 2.904 -6.326 1.676
C 3.632 -7.080 2.815
N 5.015 -7.653 2.393
C 4.822 -8.873 1.507
C 5.956 -6.674 1.655
C 7.298 -7.054 2.169
C 7.051 -7.236 3.654
C 5.783 -8.051 3.756
H 1.529 -5.442 3.122
H 0.996 -6.848 2.236
H 0.991 -5.179 1.493
H 3.459 -5.420 1.431
H 2.859 -6.892 0.746
H 3.060 -7.956 3.121
H 3.730 -6.418 3.676
H 4.421 -8.507 0.562
H 4.095 -9.523 1.994
H 5.819 -9.236 1.257
H 5.739 -6.618 0.589
H 5.683 -5.736 2.139
H 7.760 -7.942 1.739
H 7.935 -6.169 2.132
H 7.926 -7.656 4.150
H 6.899 -6.276 4.146
H 6.099 -9.094 3.759
H 5.233 -7.827 4.670
C 9.485 1.527 -5.435
C 8.435 0.875 -4.532
C 7.051 0.973 -5.186
N 5.881 0.449 -4.308
C 5.584 1.405 -3.113
C 6.085 -0.975 -3.788
C 5.728 -1.836 -4.985
C 4.444 -1.240 -5.614
C 4.623 0.274 -5.240
H 10.464 1.151 -5.139
H 9.457 2.605 -5.278
H 9.366 1.184 -6.462
H 8.409 1.402 -3.578
H 8.855 -0.121 -4.386
H 7.134 0.351 -6.077
H 6.897 1.993 -5.538
H 4.738 1.107 -2.494
H 5.468 2.420 -3.496
H 6.438 1.455 -2.438
H 5.276 -1.002 -3.058
H 7.079 -1.151 -3.376
H 5.503 -2.809 -4.550
H 6.623 -1.750 -5.601
H 3.572 -1.656 -5.109
H 4.439 -1.402 -6.692
H 3.762 0.672 -4.704
H 4.767 0.937 -6.093
C -2.133 -4.990 -2.299
C -1.352 -5.915 -3.279
N -0.944 -7.309 -2.720
C 0.106 -7.165 -1.568
C -2.244 -8.003 -2.197
C -3.467 -8.029 -3.200
C -0.417 -8.247 -3.912
C 0.896 -7.868 -4.596
O 0.816 -6.622 -5.226
C 2.070 -6.191 -5.776
H -3.017 -5.403 -1.812
H -2.456 -4.025 -2.690
H -1.490 -4.688 -1.472
H -0.379 -5.460 -3.466
H -1.798 -6.080 -4.259
H -0.371 -6.596 -0.770
H 1.008 -6.664 -1.918
H 0.348 -8.198 -1.321
H -2.509 -7.451 -1.295
H -2.000 -9.042 -1.972
H -3.644 -7.058 -3.662
H -4.395 -8.279 -2.685
H -3.331 -8.820 -3.938
H -1.233 -8.323 -4.631
H -0.534 -9.275 -3.569
H 0.969 -8.672 -5.329
H 1.727 -8.046 -3.913
H 2.576 -5.672 -4.963
H 1.868 -5.300 -6.370
H 2.781 -6.840 -6.287
C -0.311 4.264 -2.998
C -0.830 5.600 -3.524
N -1.884 5.395 -4.619
C -2.284 6.727 -5.263
C -1.458 4.419 -5.791
C -0.182 4.894 -6.531
C -3.211 4.680 -4.038
C -4.023 5.440 -3.102
O -3.262 6.006 -1.968
C -3.947 6.840 -1.143
H 0.331 3.675 -3.654
H -1.083 3.551 -2.712
H 0.251 4.449 -2.083
H -0.044 6.208 -3.972
H -1.249 6.209 -2.724
H -3.061 6.560 -6.010
H -1.420 7.223 -5.705
H -2.704 7.359 -4.481
H -2.366 4.274 -6.377
H -1.209 3.458 -5.341
H -0.131 4.119 -7.296
H 0.827 4.785 -6.133
H -0.242 5.811 -7.117
H -2.983 3.660 -3.731
H -3.839 4.461 -4.901
H -4.880 4.873 -2.737
H -4.478 6.263 -3.653
H -4.829 6.461 -0.627
H -4.097 7.835 -1.562
H -3.237 7.109 -0.360
C 0.400 1.903 -0.424
C 1.075 0.749 0.386
N 0.612 -0.763 -0.017
C 1.474 -1.738 0.838
C -0.839 -1.051 0.479
C -1.302 -2.475 0.207
C 0.739 -0.956 -1.579
C 2.206 -0.846 -2.086
O 3.091 -1.758 -1.509
C 2.984 -3.105 -2.000
H -0.659 1.832 -0.174
H 0.491 1.887 -1.510
H 0.791 2.895 -0.196
H 1.043 0.777 1.475
H 2.130 0.599 0.157
H 1.209 -1.789 1.894
H 2.509 -1.400 0.789
H 1.516 -2.706 0.338
H -1.537 -0.309 0.091
H -0.893 -0.682 1.504
H -2.392 -2.503 0.216
H -0.952 -2.958 1.119
H -0.947 -2.918 -0.724
H 0.118 -0.287 -2.175
H 0.385 -1.938 -1.892
H 2.634 0.138 -1.894
H 2.304 -1.008 -3.159
H 3.514 -3.092 -2.953
H 2.004 -3.556 -2.155
H 3.651 -3.710 -1.385
C -4.066 -3.457 -5.565
C -3.075 -2.711 -6.479
N -2.474 -1.397 -5.801
C -3.573 -0.420 -5.230
C -1.470 -1.802 -4.655
C -0.227 -2.712 -5.020
C -1.760 -0.639 -6.930
C -0.946 0.597 -6.464
O 0.440 0.391 -6.448
C 1.150 1.547 -6.265
H -4.730 -2.777 -5.031
H -3.447 -4.038 -4.881
H -4.655 -4.170 -6.141
H -3.624 -2.388 -7.364
H -2.323 -3.401 -6.860
H -3.246 0.583 -4.954
H -3.952 -0.882 -4.319
H -4.302 -0.402 -6.040
H -2.000 -2.196 -3.787
H -1.195 -0.843 -4.216
H -0.441 -3.777 -5.102
H 0.478 -2.604 -4.195
H 0.155 -2.474 -6.013
H -2.565 -0.412 -7.628
H -1.202 -1.364 -7.522
H -1.202 1.002 -5.485
H -1.229 1.438 -7.097
H 0.879 2.087 -5.358
H 1.052 2.258 -7.086
H 2.232 1.430 -6.191
N -3.358 -5.975 1.415
O -2.316 -6.572 1.127
O -3.522 -4.754 1.077
O -4.238 -6.620 1.996
N -3.154 0.480 -1.748
O -3.869 0.397 -0.781
O -2.446 -0.429 -2.056
O -3.137 1.547 -2.391
N 4.070 -7.019 -2.792
O 3.825 -5.879 -2.540
O 4.706 -7.406 -3.800
O 3.710 -7.903 -2.001
N -0.991 1.850 3.482
O -0.304 0.891 3.765
O -1.572 2.392 4.383
O -1.168 2.178 2.338

***

No. 2
69
Properties=species:S:1:pos:R:3 method="wB97M-V/def2-TZVPD" molar_mass_g_mol=1448.1 homo_energy_ha=-0.3011 charge=-1 relative_energy_kcal_mol=61.8
Hf -0.225 -0.162 0.131
C -1.689 -0.879 4.682
F -2.666 -1.095 5.554
F -0.821 -0.019 5.194
F -1.078 -2.039 4.411
S -2.485 -0.227 3.090
O -2.872 1.111 3.469
O -1.348 -0.126 2.083
O -3.498 -1.160 2.681
C -2.025 -3.896 -1.845
F -2.369 -5.149 -1.647
F -0.758 -3.853 -2.228
F -2.738 -3.333 -2.791
S -2.133 -2.869 -0.201
O -3.101 -3.470 0.666
O -0.761 -2.682 0.291
N -2.167 -1.163 -0.634
S -3.818 -1.019 -0.901
O -4.526 -2.209 -1.295
O -4.516 -0.247 0.105
C -3.871 0.033 -2.547
F -5.067 0.504 -2.799
F -2.995 0.994 -2.406
F -3.513 -0.797 -3.529
C -0.818 3.496 -2.369
F -0.410 2.863 -3.453
F -0.645 4.794 -2.553
F -2.086 3.238 -2.165
S 0.186 3.097 -0.840
O 1.279 2.156 -1.124
O 0.510 4.329 -0.187
N -0.783 2.011 0.159
S -1.897 2.993 0.946
O -2.109 4.319 0.401
O -3.113 2.257 1.130
C -1.106 3.432 2.636
F -2.084 3.990 3.365
F -0.648 2.373 3.255
F -0.194 4.388 2.495
C 1.721 0.403 -4.061
F 1.240 0.642 -5.280
F 2.758 -0.391 -4.172
F 2.103 1.527 -3.524
S 0.332 -0.500 -3.027
O -0.478 0.497 -2.365
O -0.397 -1.456 -3.787
N 1.066 -1.005 -1.548
S 2.021 -2.291 -1.998
O 1.627 -3.348 -1.111
O 2.125 -2.735 -3.358
C 3.794 -1.830 -1.393
F 4.543 -2.913 -1.543
F 4.324 -0.918 -2.210
F 3.767 -1.373 -0.184
C 3.370 -2.110 2.481
F 3.210 -3.073 1.596
F 3.660 -2.575 3.687
F 4.422 -1.339 2.177
S 1.748 -1.098 2.588
O 0.636 -1.945 2.248
O 1.692 -0.695 3.965
N 1.646 0.175 1.322
S 2.517 1.429 1.896
O 1.707 2.607 1.796
O 3.249 1.235 3.110
C 3.916 1.726 0.604
F 3.534 1.272 -0.594
F 4.101 3.020 0.467
F 5.005 1.080 0.988

***

No. 3
24
Properties=species:S:1:pos:R:3 method="wB97M-V/def2-TZVPD" molar_mass_g_mol=254.1 homo_energy_ha=-0.4728 charge=+1 relative_energy_kcal_mol=0.0
H 0.679 -3.607 1.267
N 0.695 -2.629 1.004
C -0.174 -2.124 0.307
Br -1.783 -2.911 -0.436
C -0.103 -0.423 -0.061
N -1.211 0.166 -0.074
C -2.503 0.004 0.009
N -3.191 0.123 1.118
N -4.540 0.414 1.188
C 1.153 0.195 -0.336
C 1.142 1.553 -0.716
C 2.318 2.200 -1.018
C 3.527 1.515 -0.948
C 3.550 0.179 -0.573
C 2.377 -0.485 -0.270
H -3.060 -0.044 -0.924
H -2.707 0.236 2.006
H -5.004 -0.105 1.927
H -5.005 0.277 0.296
H 0.200 2.075 -0.774
H 2.302 3.238 -1.311
H 4.447 2.024 -1.189
H 4.489 -0.349 -0.519
H 2.402 -1.520 0.025

***

No. 4
29
Properties=species:S:1:pos:R:3 method="wB97M-V/def2-TZVPD" molar_mass_g_mol=308.4 homo_energy_ha=-0.1496 charge=-1
Ca -0.703 0.304 -0.983
N 3.753 1.101 -2.487
C 2.544 0.958 -1.921
S 1.158 1.021 -2.904
N 2.705 0.709 -0.613
N 1.672 0.033 -0.016
C 2.059 -0.883 0.812
C 1.279 -1.380 1.842
C 1.853 -1.996 2.938
C 1.203 -2.603 4.083
C -0.169 -2.382 4.056
C -0.776 -1.755 2.954
C -0.122 -1.280 1.808
O -0.698 -0.749 0.784
H 3.756 1.439 -3.434
H 4.512 0.668 -1.977
H 3.164 -1.131 0.854
H 2.931 -2.006 2.939
H 1.764 -3.174 4.827
H -0.738 -2.619 4.977
H -1.897 -1.672 2.991
N -4.976 2.622 -2.672
N -3.632 2.650 -3.147
C -2.562 1.977 -2.436
O -1.447 1.799 -3.031
O -2.723 1.625 -1.249
H -5.460 1.870 -3.177
H -5.039 2.394 -1.663
H -3.411 2.463 -4.155

***

No. 5
28
Properties=species:S:1:pos:R:3 method="wB97M-V/def2-TZVPD" molar_mass_g_mol=381.7 homo_energy_ha="0.0229 / 0.0228" charge=-2 relative_energy_kcal_mol=13.4
C 0.955 -1.414 -2.171
C -0.435 -1.431 -2.489
C -1.132 -2.033 -1.395
C -0.162 -2.388 -0.403
C 1.121 -2.010 -0.889
Cd 0.463 1.188 0.461
C -1.790 1.811 -1.298
C -0.464 1.987 -1.458
C 0.368 2.373 -2.436
N 2.398 1.385 -0.299
H -2.210 -2.181 -1.309
H -0.890 -1.037 -3.397
H -0.381 -2.872 0.541
H 2.059 -2.137 -0.365
H 1.746 -1.003 -2.791
H -2.402 1.372 -2.100
H 3.324 1.214 0.125
H -2.324 2.074 -0.375
H -0.014 2.853 -3.345
H 1.447 2.213 -2.373
F 0.582 -0.577 5.102
C 0.082 0.320 4.239
F -0.928 1.000 4.849
F 1.085 1.189 3.914
S -0.548 -0.419 2.655
O 0.655 -0.852 1.921
O -1.482 -1.434 3.062
O -1.125 0.808 2.022